Record 1
Computed, not measured: C5H11NO as an isolated structure at a distorted geometry, with ωB97M-V/def2-TZVPD.

Structure (ORCA input):
```
! wB97M-V def2-TZVPD RIJCOSX def2/J DEFGRID3
* xyz 0 1
C 0.39683 -0.18967 2.37642
C -0.77718 -0.33589 1.31849
C 0.06729 -1.74021 -0.64299
C 0.00707 0.74992 -0.71247
C 0.46510 0.56714 -2.16772
H 1.13080 -0.99651 2.21104
H -0.01664 -0.15198 3.23230
H 0.95838 0.77171 2.10977
H -1.33268 0.42805 1.36860
H -1.33991 -1.14125 1.50068
H 0.55629 -1.81591 -1.46498
H -0.81328 -2.37600 -0.67627
H 0.54246 -2.32818 0.47636
H -0.10768 0.08743 -2.80927
H 0.44531 1.71178 -2.58696
H 1.42920 0.19813 -2.26427
N -0.22809 -0.50846 -0.05491
O -0.10129 1.85803 -0.21788
*
```

Summary:
Gap between HOMO and LUMO   9.657 eV
HOMO level   -8.8 eV



Record 2
Computed, not measured: a 2-piece molecular cluster, C5H11NO overall at a distorted geometry, with ωB97M-V/def2-TZVPD.

Structure (ORCA input):
```
! wB97M-V def2-TZVPD RIJCOSX def2/J DEFGRID3
* xyz 0 1
C -1.84098 0.21984 -0.92290
C 2.97897 -0.92172 0.68977
C -1.77505 -0.53156 0.17214
C -1.93251 -0.04024 1.55817
C 1.60875 -0.13567 -1.06861
N 1.88447 -0.29979 0.38413
O 1.04463 0.12726 1.23612
H -1.88273 1.17571 -0.67525
H -1.72179 -0.01567 -1.93911
H 3.82566 -1.05151 0.05206
H 3.00014 -1.03827 1.73191
H -1.71834 -1.57583 0.02322
H -2.87796 -0.48913 1.95242
H -1.92350 1.08794 1.43171
H -1.16340 -0.42012 2.08206
H 1.29315 -0.93348 -1.53906
H 0.70926 0.52420 -1.14422
H 2.59508 0.24195 -1.57116
*
```

Summary:
Gap between HOMO and LUMO   9.686 eV
SMILES   C=[N+](C)[O-].C=CC
HOMO level   -8.9 eV



Record 3
Computed, not measured: a 2-piece molecular cluster, C5H11NO overall, with ωB97M-V/def2-TZVPD.

Structure (ORCA input):
```
! wB97M-V def2-TZVPD RIJCOSX def2/J DEFGRID3
* xyz 0 1
C -0.67079 -1.65897 -1.83152
C 0.26021 -0.57520 -1.36086
C -0.09528 0.86601 -1.33195
N -0.10008 0.06898 -0.11273
C 0.91435 0.22648 0.87407
C 0.53008 0.00499 2.13350
O -0.74120 -0.30432 2.45452
H -0.50396 -2.56892 -1.24377
H -0.51393 -1.89433 -2.88860
H -1.71042 -1.34917 -1.68647
H 1.32536 -0.78454 -1.47730
H -1.07621 1.18932 -1.67833
H 0.70072 1.59764 -1.46783
H 1.93669 0.48612 0.60116
H 0.12010 2.35508 1.94191
H 1.17528 0.11664 2.99844
H -0.34703 2.55953 2.48284
H -1.20392 -0.33532 1.59291
*
```

Summary:
Gap between HOMO and LUMO   9.598 eV
SMILES   C[C@H]1CN1/C=C\O.[H][H]
HOMO level   -8.5 eV



Record 4
Computed, not measured: a 2-piece molecular cluster, C5H11NO overall, with ωB97M-V/def2-TZVPD.

Structure (ORCA input):
```
! wB97M-V def2-TZVPD RIJCOSX def2/J DEFGRID3
* xyz 0 1
C -1.47748 -0.08979 2.63043
N -0.39683 0.71752 2.13621
C 0.75294 0.61881 1.80586
O 1.87831 0.64926 1.45752
C -0.19503 0.02171 -1.42687
C 0.83017 1.07194 -1.85014
C 0.44634 -1.33863 -1.15765
H -1.80497 -0.80706 1.87070
H -2.31964 0.55856 2.87968
H -1.17767 -0.63459 3.53090
H -0.71701 0.36806 -0.52483
H -0.96352 -0.08082 -2.20411
H 1.61032 1.17979 -1.08786
H 0.36304 2.05200 -1.99615
H 1.31786 0.78827 -2.79059
H 0.90886 -1.74045 -2.06716
H 1.23416 -1.25396 -0.39914
H -0.28880 -2.07253 -0.80688
*
```

Summary:
Gap between HOMO and LUMO   11.130 eV
SMILES   CN=C=O.CCC
HOMO level   -10.4 eV



Record 5
Computed, not measured: a 2-piece molecular cluster, C5H11NO overall at a distorted geometry, with ωB97M-V/def2-TZVPD.

Structure (ORCA input):
```
! wB97M-V def2-TZVPD RIJCOSX def2/J DEFGRID3
* xyz 1 2
C 0.62647 -1.24971 1.58514
C 1.72193 -1.09226 0.42897
C 1.29132 -0.29725 -0.78998
C 0.46851 0.76145 -0.60973
N -0.12289 1.46310 -1.80401
C -1.25927 1.07455 -2.37961
H -0.29723 -1.28732 1.11382
H 0.93719 -2.12622 2.03834
H 0.78168 -0.53247 2.37309
H 2.63222 -0.68346 0.82250
H 2.20757 -1.99103 0.04252
H 1.47407 -0.72584 -1.78011
H 0.15403 1.27358 0.33816
H -1.30493 0.01812 -2.60065
H -1.93374 1.81485 -2.52021
H -1.90862 1.04001 1.78232
H -3.14486 1.01467 0.95593
O -2.32343 1.52524 1.00350
*
```

Summary:
Gap between HOMO and LUMO (alpha / beta)   9.290 / 6.923 eV
<S²>   0.78
HOMO level (alpha / beta)   -14.7 / -14.6 eV



Record 6
Computed, not measured: a 2-piece molecular cluster, C5H11NO overall at a distorted geometry, with ωB97M-V/def2-TZVPD.

Structure (ORCA input):
```
! wB97M-V def2-TZVPD RIJCOSX def2/J DEFGRID3
* xyz 1 2
N -2.92599 -0.09352 0.82307
C -1.51377 -0.48154 0.93244
C -0.44768 0.26307 0.55876
C 1.00076 0.05373 0.88160
C 1.99074 0.31691 -0.05738
C 3.33047 -0.29308 0.07676
H -3.58779 -0.81030 0.86153
H -3.00931 0.38188 -0.06779
H -1.24525 -1.45326 1.38000
H -0.72973 1.28762 0.17615
H 1.12071 -0.51945 1.81775
H 1.85943 1.20071 -0.75889
H 3.85806 0.60479 0.41396
H 3.80235 -0.61013 -0.90793
H 3.32559 -1.12311 0.81596
H -2.33164 0.87337 -2.86815
H -1.82113 -0.00577 -1.94641
O -2.67581 0.40804 -2.13143
*
```

Summary:
Gap between HOMO and LUMO (alpha / beta)   9.545 / 7.062 eV
<S²>   0.78
HOMO level (alpha / beta)   -13.7 / -14.3 eV



Record 7
Computed, not measured: a 2-piece molecular cluster, C5H11NO overall at a distorted geometry, with ωB97M-V/def2-TZVPD.

Structure (ORCA input):
```
! wB97M-V def2-TZVPD RIJCOSX def2/J DEFGRID3
* xyz 1 2
C -0.19973 1.19789 -2.75402
N -0.82358 -0.08478 -2.59359
C -0.54951 -0.75294 -1.41249
C 0.58133 -0.84321 -0.68129
C 0.67518 -1.39534 0.77118
C 0.92878 -2.70240 1.00246
H 0.77723 1.09652 -2.25294
H 0.02274 1.42371 -3.83439
H -0.84431 1.97148 -2.18722
H -1.58833 -0.29128 -3.04941
H -1.39344 -1.42274 -1.04758
H 1.50650 -0.57761 -1.00068
H 0.55800 -0.57748 1.53802
H 1.30988 -3.20849 1.84398
H 0.90466 -3.28714 0.08949
H 0.16241 3.17717 5.32681
H -1.38098 3.37884 5.22512
O -0.64683 2.89780 5.01656
*
```

Summary:
Gap between HOMO and LUMO (alpha / beta)   9.941 / 6.253 eV
<S²>   0.77
HOMO level (alpha / beta)   -13.6 / -13.6 eV



Record 8
Computed, not measured: a 3-piece molecular cluster, C5H11NO10S2 overall at a distorted geometry, with ωB97M-V/def2-TZVPD.

Structure (ORCA input):
```
! wB97M-V def2-TZVPD RIJCOSX def2/J DEFGRID3
* xyz 0 1
C -2.91938 0.23420 0.91869
N -1.69876 0.84403 1.57113
O -1.87381 1.42475 2.63434
O -0.66341 0.88921 0.95055
H -2.48398 -0.63057 0.41800
H -3.36424 1.03102 0.32262
H -3.70092 0.03506 1.65194
C -0.26133 0.40581 -2.46008
C -0.19583 1.31813 -3.66598
O -1.57046 1.48249 -4.06201
S -2.47020 0.17347 -3.79323
O -2.45052 -0.65636 -5.03569
O -3.81815 0.44006 -3.27390
O -1.38831 -0.36784 -2.66152
H -0.24523 0.85671 -1.46785
H 0.66459 -0.16394 -2.53855
H 0.42576 0.85337 -4.43132
H 0.22302 2.30219 -3.45553
C 2.72551 0.01497 3.14290
C 1.63271 -1.04352 3.32096
O 2.15928 -2.16404 2.69277
S 3.25401 -1.78130 1.46266
O 2.51487 -1.38946 0.27680
O 4.39491 -2.66157 1.18943
O 3.75755 -0.46535 2.34354
H 2.99101 0.31102 4.15778
H 2.25486 0.90369 2.72247
H 0.73455 -0.87369 2.72719
H 1.37192 -1.32255 4.34187
*
```

Summary:
Gap between HOMO and LUMO   10.965 eV
SMILES   C[N+](=O)[O-].O=S1(=O)OCCO1.O=S1(=O)OCCO1
HOMO level   -11.2 eV



Record 9
Computed, not measured: an isolated ion of composition C5H11NO2 and charge -2 at a distorted geometry, with ωB97M-V/def2-TZVPD.

Structure (ORCA input):
```
! wB97M-V def2-TZVPD RIJCOSX def2/J DEFGRID3
* xyz -2 1
C -0.55361 0.40948 -0.24426
N -1.53678 1.29166 0.36794
C -2.35097 2.10167 -0.62093
O -3.39723 1.47972 -1.16872
C 0.18515 -0.47962 0.75023
C 1.11986 -1.53781 0.09231
C 2.63379 -1.26784 0.15044
O 3.38467 -2.40692 0.00544
H 0.19015 0.96802 -0.80658
H -1.04628 -0.28419 -0.93447
H -2.20399 0.67397 0.82115
H -2.61671 2.97983 0.00063
H -1.61755 2.40699 -1.40592
H -0.54380 -0.98216 1.40544
H 0.82232 0.05911 1.45059
H 0.78165 -1.64707 -0.94178
H 0.99504 -2.50488 0.51355
H 2.90281 -0.46495 -0.58441
H 2.85148 -0.79504 1.14937
*
```

Summary:
Gap between HOMO and LUMO   6.761 eV
SMILES   [O-]CCCCNC[O-]
HOMO level   0.2 eV



Record 10
Computed, not measured: one molecule with the formula C5H11NO2 at a distorted geometry, with ωB97M-V/def2-TZVPD.

Structure (ORCA input):
```
! wB97M-V def2-TZVPD RIJCOSX def2/J DEFGRID3
* xyz 0 1
C 0.29158 1.86571 0.53272
C 0.10142 3.09063 -0.34769
C 0.31942 0.56356 -0.25887
N 0.37541 -0.60065 0.67105
C -0.60844 -1.64091 0.39042
C -0.08563 -2.80388 -0.40313
O -1.03244 -3.78256 -0.59521
O 1.02465 -2.89205 -0.83451
H -0.52504 1.76754 1.25974
H 1.14685 1.96862 1.18497
H -0.68891 2.96339 -1.08308
H 1.04962 3.21038 -0.89703
H 0.04849 4.04464 0.17460
H -0.59865 0.57162 -0.84806
H 1.21389 0.50989 -0.87344
H 1.27902 -0.98270 0.54244
H -0.83079 -2.07092 1.34261
H -1.55584 -1.24388 0.04959
H -0.92459 -4.53842 -0.00712
*
```

Summary:
Gap between HOMO and LUMO   9.774 eV
SMILES   CCCNCC(=O)O
HOMO level   -9.2 eV



In kJ/mol, the energy relative to the best compared isomer or geometry (same formula, charge and spin) values for the records above are, in order, 364.7; 516.7; 330.7; 82.2; 389.3; 193.4; 288.7; 158.6; 18.1; 121.7.
In eV, the calculated total energy values for the records above are, in order, -8897.91722; -8896.34193; -8898.27028; -8900.84544; -8889.30116; -8891.33152; -8890.34426; -48992.48730; -10945.05514; -10948.00566.